1.
{"formula": "C5H26O9", "method": "the ωB97M-V functional and the def2-TZVPD basis", "elements": ["O", "C", "C", "C", "C", "C", "O", "H", "H", "H", "H", "H", "H", "H", "H", "H", "H", "H", "H", "O", "H", "H", "O", "H", "H", "O", "H", "H", "O", "H", "H", "O", "H", "H", "O", "H", "H", "O", "H", "H"], "coordinates": [[-2.767, -0.408, 1.828], [-2.575, -1.707, 1.356], [-1.106, -1.947, 1.008], [-0.462, -1.451, -0.342], [0.918, -2.084, -0.372], [1.941, -1.298, 0.429], [3.154, -1.967, 0.451], [-2.158, 0.079, 1.263], [-3.006, -2.307, 2.050], [-3.303, -2.048, 0.434], [-1.163, -3.093, 1.032], [-0.474, -1.737, 1.914], [-0.285, -0.353, -0.441], [-1.129, -1.798, -1.162], [1.001, -3.096, -0.122], [1.346, -2.186, -1.365], [1.645, -1.061, 1.489], [2.297, -0.420, -0.112], [3.162, -2.883, 0.722], [1.918, -0.795, -3.036], [1.632, -0.618, -2.200], [2.597, -0.105, -3.169], [-2.609, 1.448, -1.619], [-1.716, 1.470, -2.043], [-3.148, 2.195, -2.070], [2.049, 1.615, 1.387], [1.518, 0.881, 1.862], [2.090, 2.284, 2.076], [-0.483, 0.252, 2.931], [-1.426, -0.073, 3.009], [-0.779, 1.200, 3.270], [1.891, 1.929, -1.137], [2.720, 2.413, -1.317], [1.726, 1.702, -0.308], [-0.464, 2.255, -3.324], [0.348, 2.603, -2.942], [-0.235, 1.423, -3.831], [-1.727, 2.141, 1.084], [-2.261, 2.025, 0.301], [-0.992, 2.660, 0.673]], "forces_ev_per_a": [[-0.52, 0.43, -0.57], [-0.56, 0.74, -4.03], [-0.34, -2.32, 0.98], [-0.73, -0.77, 0.90], [0.64, 1.38, -1.08], [0.09, -0.19, 0.51], [2.14, -0.57, -0.03], [-0.16, 1.08, 0.13], [-0.36, -2.20, 2.56], [1.71, 1.39, 1.36], [0.77, 1.19, -0.71], [-0.53, 0.12, -1.06], [-0.65, -0.57, 0.32], [0.56, 0.34, 0.35], [-0.64, -1.69, 1.24], [-0.17, 0.46, -0.39], [-0.21, -0.05, -1.00], [-0.94, 0.55, 0.27], [-0.62, -0.21, 0.23], [1.86, 0.12, -3.87], [-1.38, 0.80, 3.67], [-0.45, -0.57, -0.07], [-0.80, 1.70, -0.97], [-0.88, 0.41, 0.07], [1.61, -1.95, 1.00], [-1.35, -1.75, 2.01], [1.01, 1.48, -1.14], [0.11, 0.25, -0.10], [-2.03, 3.15, 2.09], [1.14, -0.45, -0.61], [1.57, -2.40, -1.16], [1.03, 1.89, -7.97], [-0.79, -0.64, 1.04], [-0.23, -0.97, 6.14], [-0.10, -1.37, -0.91], [0.23, -0.37, 0.11], [-0.02, 1.49, 0.93], [1.39, 1.05, -0.36], [-0.84, -0.35, -0.71], [-0.56, -0.62, 0.82]], "nbo_charge": [-0.728, -0.051, -0.451, -0.417, -0.453, -0.053, -0.732, 0.493, 0.177, 0.134, 0.207, 0.227, 0.204, 0.223, 0.203, 0.225, 0.152, 0.184, 0.467, -0.931, 0.463, 0.470, -0.992, 0.506, 0.483, -0.977, 0.511, 0.482, -0.996, 0.498, 0.475, -0.988, 0.483, 0.491, -0.975, 0.498, 0.492, -0.970, 0.497, 0.470], "smiles": "OCCCCCO.O.O.O.O.O.O.O", "homo_energy_ev": -9.82, "lumo_ev": 0.20, "relative_energy_kj_mol": 318.05}

2.
{"formula": "C3H3Cl2F", "method": "the ωB97M-V functional and the def2-TZVPD basis", "elements": ["C", "C", "C", "F", "Cl", "Cl", "H", "H", "H"], "coordinates": [[0.583, -0.525, -1.161], [-0.350, 0.112, -0.424], [-0.310, 0.468, 0.998], [-1.469, 1.086, 1.190], [-0.350, -0.958, 1.923], [1.117, 1.414, 1.465], [0.447, -0.970, -2.172], [1.722, -0.606, -0.980], [-1.390, -0.022, -0.837]], "forces_ev_per_a": [[2.08, 0.56, -0.41], [0.17, -2.74, -3.23], [0.63, 0.34, -1.14], [-0.91, 1.68, 1.11], [0.02, -1.80, 1.50], [-0.26, 0.38, -0.04], [-0.78, 0.60, 0.91], [-2.01, 0.36, 0.60], [1.04, 0.62, 0.71]], "nbo_charge": [-0.327, -0.288, 0.243, -0.316, 0.036, -0.004, 0.212, 0.207, 0.237], "smiles": "C=CC(F)(Cl)Cl", "homo_energy_ev": -10.34, "lumo_ev": 0.65, "relative_energy_kj_mol": 73.94}

3.
{"formula": "C3H6SSe", "method": "the ωB97M-V functional and the def2-TZVPD basis", "elements": ["C", "C", "C", "S", "Se", "H", "H", "H", "H", "H", "H"], "coordinates": [[1.569, 0.909, 0.597], [0.788, 0.198, -0.502], [-1.458, -1.425, -0.469], [-0.010, 1.774, -0.112], [-2.122, 0.038, 0.234], [1.402, 0.527, 1.562], [2.506, 1.445, 0.353], [1.144, 0.292, -1.542], [-0.835, -2.148, 0.039], [-1.688, -1.555, -1.535], [-1.296, -0.057, 1.376]], "forces_ev_per_a": [[-0.89, 0.18, -3.37], [0.42, 1.40, -0.08], [1.30, -0.27, -1.47], [1.27, -1.06, 0.57], [-2.19, 0.51, 0.09], [-0.06, -0.06, 1.18], [-0.48, -0.45, 0.52], [0.31, -0.38, 0.63], [-0.18, 0.28, 0.02], [0.13, -0.22, 0.60], [0.37, 0.06, 1.30]], "nbo_charge": [-0.437, -0.521, -0.704, 0.048, 0.473, 0.202, 0.210, 0.191, 0.237, 0.221, 0.080], "homo_energy_ev": [-7.50, -7.23], "lumo_ev": [-0.11, -0.30], "relative_energy_kj_mol": 349.50}

4.
{"formula": "C3H7N2O", "method": "the ωB97M-V functional and the def2-TZVPD basis", "elements": ["C", "N", "C", "N", "C", "O", "H", "H", "H", "H", "H", "H", "H"], "coordinates": [[-2.058, 0.098, -0.146], [-0.721, -0.133, 0.263], [0.416, 1.118, 0.190], [1.549, 0.459, 0.025], [1.405, -1.012, -0.064], [0.050, -1.113, -0.428], [-2.100, 0.260, -1.208], [-2.324, 1.055, 0.542], [-2.644, -0.790, 0.108], [0.185, 2.135, 0.425], [2.463, 0.782, 0.322], [2.050, -1.342, -0.916], [1.730, -1.517, 0.886]], "forces_ev_per_a": [[-0.65, 1.64, 1.00], [6.39, 3.53, 1.11], [-1.35, -6.33, -0.12], [-1.73, 1.75, 1.32], [-0.25, 0.07, -0.58], [-0.78, -0.74, -0.44], [-0.47, 0.43, -0.45], [0.05, -2.35, -1.91], [-0.04, 0.37, 0.22], [0.25, 0.47, 0.10], [-0.03, 0.65, -0.33], [-0.78, -0.09, 0.67], [-0.61, 0.61, -0.58]], "nbo_charge": [-0.437, -0.083, 0.381, -0.481, 0.080, -0.350, 0.216, 0.247, 0.257, 0.262, 0.456, 0.237, 0.215], "charge": 1, "smiles": "C[N+]1=CNCO1", "homo_energy_ev": -14.11, "lumo_ev": -5.40, "relative_energy_kj_mol": 472.91}

5.
{"formula": "C19H41N3O6", "method": "the ωB97M-V functional and the def2-TZVPD basis", "elements": ["C", "C", "C", "N", "N", "C", "C", "C", "C", "O", "O", "C", "C", "C", "C", "N", "H", "H", "H", "H", "H", "H", "H", "H", "H", "H", "H", "H", "H", "H", "H", "H", "H", "H", "H", "H", "H", "C", "O", "C", "C", "O", "C", "H", "H", "H", "H", "H", "H", "H", "H", "H", "H", "C", "O", "C", "C", "O", "C", "H", "H", "H", "H", "H", "H", "H", "H", "H", "H"], "coordinates": [[5.451, 6.828, -2.133], [4.416, 6.634, -2.940], [3.230, 5.948, -3.794], [2.314, 5.180, -2.896], [1.853, 5.993, -1.869], [0.423, 5.731, -1.511], [-0.239, 7.203, -1.196], [0.536, 8.012, -0.028], [2.913, 3.909, -2.407], [3.819, 3.856, -1.487], [2.404, 2.689, -2.960], [3.463, 1.791, -3.408], [3.210, 0.363, -2.686], [3.402, 0.404, -1.067], [4.744, -0.386, -0.567], [5.635, 0.551, 0.242], [6.297, 6.977, -1.357], [2.599, 6.822, -4.241], [3.622, 5.354, -4.703], [2.481, 6.005, -1.048], [0.287, 5.101, -0.539], [-0.173, 5.166, -2.331], [-0.075, 7.814, -2.178], [-1.384, 7.145, -1.057], [1.657, 7.712, 0.084], [0.026, 7.782, 0.982], [0.554, 9.158, -0.236], [3.312, 1.600, -4.553], [4.531, 2.200, -3.297], [3.867, -0.497, -3.120], [2.079, 0.123, -2.854], [2.470, -0.126, -0.602], [3.414, 1.465, -0.624], [4.383, -1.189, 0.189], [5.320, -0.852, -1.469], [5.218, 0.594, 1.200], [6.590, 0.137, 0.296], [-0.150, -2.123, -1.531], [0.344, -2.814, -0.391], [0.168, -2.068, 0.813], [-1.023, -2.584, 1.616], [-2.253, -2.336, 0.937], [-2.759, -3.497, 0.293], [-0.189, -2.826, -2.367], [-1.154, -1.725, -1.364], [0.532, -1.308, -1.793], [0.062, -0.998, 0.597], [1.078, -2.202, 1.406], [-1.068, -2.041, 2.566], [-0.911, -3.650, 1.845], [-3.170, -4.186, 1.038], [-1.988, -4.008, -0.293], [-3.561, -3.195, -0.383], [-7.227, -5.409, 4.087], [-6.713, -6.655, 4.540], [-6.331, -7.508, 3.461], [-4.818, -7.505, 3.263], [-4.356, -6.234, 2.807], [-3.769, -5.468, 3.849], [-7.288, -4.733, 4.944], [-6.584, -4.953, 3.330], [-8.234, -5.550, 3.682], [-6.848, -7.224, 2.537], [-6.649, -8.520, 3.727], [-4.564, -8.234, 2.485], [-4.300, -7.803, 4.181], [-2.782, -5.873, 4.096], [-4.394, -5.452, 4.747], [-3.646, -4.442, 3.496]], "forces_ev_per_a": [[-5.54, -1.15, -3.93], [5.68, -0.32, 4.10], [0.51, 1.97, 0.01], [1.27, -1.80, -0.65], [-1.16, -0.17, 0.77], [-1.39, 0.77, 1.39], [0.75, 0.26, -1.45], [0.04, -0.17, 0.28], [3.35, -1.38, 3.31], [-4.57, 0.49, -4.45], [1.83, 2.95, 0.03], [0.39, -2.32, -0.97], [-0.50, 0.50, 0.78], [-0.06, -0.74, 0.08], [-0.85, 0.20, 0.74], [-0.28, -1.07, -0.28], [-2.05, -0.17, -1.96], [1.08, -1.65, 0.94], [-0.44, 0.65, 1.83], [-0.38, -0.20, -0.70], [0.49, 0.85, -1.57], [1.40, 1.21, 1.16], [-0.34, -1.13, 1.66], [1.90, 0.01, 0.13], [-2.05, 0.39, -0.39], [0.86, 0.59, -1.51], [-0.30, -2.10, 0.46], [0.08, 0.57, 1.98], [-1.79, -0.45, 0.35], [-1.22, 1.69, 0.55], [2.13, 0.34, -0.05], [1.71, 0.85, -0.81], [0.12, -1.49, -0.98], [0.61, 0.73, -1.75], [-1.01, 0.86, 1.79], [0.84, -0.04, -1.14], [-1.12, 0.43, 0.25], [0.09, -0.20, -0.03], [-0.27, 0.34, 0.03], [0.03, -0.56, 0.02], [-0.13, 0.53, -0.14], [0.29, -0.26, -0.05], [-0.11, 0.01, 0.02], [0.08, 0.02, 0.15], [0.04, 0.02, 0.04], [-0.06, 0.10, -0.05], [-0.10, -0.09, 0.02], [-0.01, 0.02, 0.04], [0.05, -0.02, -0.02], [0.05, 0.06, -0.12], [0.01, -0.13, -0.09], [-0.01, 0.04, 0.07], [0.05, 0.09, 0.12], [-0.01, -0.04, 0.22], [0.08, 0.15, -0.41], [0.25, -0.05, 0.50], [-0.24, 0.16, -0.48], [-0.07, -0.06, 0.38], [0.02, 0.05, -0.09], [0.01, -0.17, -0.04], [-0.02, -0.05, -0.01], [-0.02, 0.09, -0.09], [0.13, 0.03, 0.05], [0.02, -0.01, -0.04], [-0.03, 0.00, 0.05], [-0.12, 0.08, -0.01], [0.01, 0.03, 0.11], [0.03, -0.05, -0.06], [-0.02, -0.10, -0.08]], "nbo_charge": [-0.261, -0.072, -0.264, -0.346, -0.485, -0.233, -0.408, -0.634, 0.891, -0.571, -0.535, -0.083, -0.424, -0.436, -0.223, -0.850, 0.274, 0.245, 0.243, 0.378, 0.178, 0.225, 0.201, 0.209, 0.209, 0.208, 0.221, 0.184, 0.213, 0.214, 0.212, 0.197, 0.246, 0.173, 0.191, 0.354, 0.358, -0.254, -0.553, -0.091, -0.089, -0.554, -0.259, 0.190, 0.181, 0.164, 0.178, 0.183, 0.183, 0.177, 0.174, 0.179, 0.189, -0.256, -0.552, -0.090, -0.089, -0.554, -0.258, 0.191, 0.180, 0.168, 0.177, 0.185, 0.184, 0.177, 0.167, 0.182, 0.190], "smiles": "C#CCN(NCCC)C(=O)OCCCCN.COCCOC.COCCOC", "homo_energy_ev": -9.06, "lumo_ev": 0.77}

6.
{"formula": "C3H4O3Sm", "method": "the ωB97M-V functional and the def2-TZVPD basis", "elements": ["C", "C", "O", "C", "O", "O", "H", "H", "H", "Sm", "H"], "coordinates": [[-3.150, 1.105, -0.150], [-3.024, -0.177, 0.290], [-1.914, -0.953, 0.102], [-0.665, -0.549, 0.289], [-0.405, 0.732, 0.310], [0.276, -1.316, 0.084], [-3.013, 1.268, -1.223], [-3.714, -0.654, 0.988], [-4.000, 1.645, 0.278], [2.357, 0.190, 0.537], [-1.386, 1.362, 0.135]], "forces_ev_per_a": [[-0.96, -1.31, -0.43], [-0.15, 1.65, 1.31], [0.66, -0.99, 0.03], [-0.44, 0.15, -3.27], [-1.70, 2.29, 0.44], [0.62, 0.14, 1.51], [1.02, 0.56, 0.22], [0.29, 0.11, 0.05], [0.25, -0.18, -0.26], [-1.11, -0.56, -0.31], [1.51, -1.85, 0.71]], "nbo_charge": [-0.645, 0.292, -0.455, 1.022, -0.791, -0.720, 0.295, 0.239, 0.282, 1.943, 0.539], "charge": 2, "homo_energy_ev": [-17.55, -17.55], "lumo_ev": [-9.48, -9.30], "s2": 12.01, "relative_energy_kj_mol": 225.20, "multiplicity": 7}